Density functional theory data (the ωB97M-V functional and the def2-TZVPD basis) for a molecular structure, C11H17NO2RhSbSe4.

ORCA input file:
```
! RIJCOSX wB97M-V def2-TZVPD def2/J DEFGRID3
* xyz -2 5
H 3.0073 -1.3983 -0.6515
C 2.5345 -2.2521 -0.1593
H 3.0780 -0.3163 1.7016
C -1.5508 3.8982 0.0984
Rh -0.1660 -1.0430 -1.4139
H 1.6796 -3.7663 1.9265
H 1.9412 -2.7756 -0.9141
Se -0.6151 -0.0892 1.8349
H -0.3025 5.5170 -0.5679
H 1.2319 0.1833 0.3096
H 0.3100 -2.7702 2.4311
H 3.3136 -2.9364 0.1953
H -2.6899 2.1152 0.5333
H 0.3196 -3.5032 0.8199
Sb -2.6126 -1.7191 1.4993
H -1.9149 4.4346 0.9671
C -1.9914 2.6028 -0.1359
O 0.2226 -0.3922 -3.3383
C 2.5529 -1.1935 2.0914
O 1.1914 -0.0316 -2.3781
H 1.9560 -0.8869 2.9526
H -2.7408 0.3011 -0.9250
H -2.0832 0.3879 -2.4686
H 0.5546 4.2576 -2.5245
C 0.6617 -0.7360 0.4961
Se -1.3764 -3.0135 -1.4834
C 1.6505 -1.8045 1.0093
N -1.9285 0.5704 -1.4844
H -0.2056 1.9125 -2.9230
Se -4.4858 -0.2281 0.9557
C -0.6451 4.5064 -0.7600
Se -2.8592 -3.0903 3.4977
C -1.5168 1.9053 -1.2424
C -0.5947 2.5039 -2.1021
C 0.9437 -3.0308 1.5823
H 3.2999 -1.9194 2.4310
C -0.1699 3.8003 -1.8605
*
```

Values from the calculation:
E_tot, hartree: -10591.0600
⟨S²⟩: 6.04
Kohn-Sham gap (alpha / beta), eV: 5.70 / 5.77